# 1
{"formula": "C5H13NS", "method": "ωB97M-V/def2-TZVPD", "smiles": "CCNCCCS", "e_homo_ha": -0.2888, "spin_multiplicity": 1, "orbital_gap_ev": 8.61, "symbols": ["H", "C", "H", "H", "H", "H", "H", "H", "N", "C", "C", "H", "H", "C", "C", "H", "H", "H", "H", "S"], "coordinates": [[-1.871, 0.332, -2.539], [1.000, -1.365, 1.242], [1.135, 1.348, -0.089], [-0.646, -0.170, -0.345], [-2.183, 2.171, -0.137], [0.709, -2.396, -1.145], [-3.438, 1.249, -1.979], [0.226, 0.008, 2.738], [-0.801, 0.767, 0.090], [0.483, 1.114, 0.844], [-1.622, 1.607, -0.858], [1.783, 0.600, 2.249], [-0.890, 2.192, -1.483], [-2.533, 0.732, -1.664], [0.979, 0.056, 1.793], [0.276, 2.114, 1.350], [1.513, -1.901, 2.091], [0.020, -1.802, 1.202], [-3.043, -0.071, -1.008], [1.386, -1.369, -0.604]], "forces_ev_per_a": [[-1.8, 0.2, 1.4], [0.4, -0.1, 0.6], [0.2, -0.3, 2.1], [-0.2, 1.4, 0.4], [-0.4, 1.2, -0.3], [-0.2, -0.2, 0.8], [0.4, 0.4, -0.7], [1.3, 0.1, -2.2], [-0.4, -2.7, 0.7], [-2.3, 2.6, -3.8], [2.5, -0.2, 1.9], [1.5, -1.0, 0.1], [-1.1, 0.0, 0.3], [0.2, -1.7, -0.4], [-3.6, 1.0, 1.4], [0.5, -1.3, -0.4], [0.4, -0.4, -1.8], [-0.7, 0.3, 0.5], [1.5, 0.7, -1.0], [1.6, 0.0, 0.6]], "mulliken_charge": [0.249, -0.522, 0.362, 0.134, 0.326, 0.147, 0.387, 0.225, -0.267, -0.769, -0.315, 0.375, 0.247, -1.095, -0.516, 0.377, 0.349, 0.343, 0.253, -0.288]}

# 2
{"formula": "C5H13NSi", "method": "ωB97M-V/def2-TZVPD", "e_homo_ha": [-0.3131, -0.3022], "spin_multiplicity": 1, "orbital_gap_ev": [7.02, 6.25], "symbols": ["C", "H", "H", "H", "H", "C", "H", "N", "H", "Si", "C", "C", "H", "H", "H", "C", "H", "H", "H", "H"], "coordinates": [[0.745, -0.150, -1.823], [0.518, 0.735, -2.550], [-0.035, -1.664, 1.132], [2.494, 2.315, 0.095], [1.455, -2.014, 0.798], [-3.472, 0.398, 0.239], [-4.032, -0.341, -0.267], [-0.392, 1.620, 0.348], [0.117, -0.938, -1.835], [0.802, 0.494, 0.005], [0.859, -1.089, 1.113], [-2.299, 0.808, -0.544], [3.325, 0.931, -0.136], [-2.462, 1.067, -1.576], [1.747, -0.396, -2.004], [2.479, 1.281, 0.426], [2.823, 1.242, 1.390], [-4.306, 1.253, 0.446], [1.206, -0.952, 2.154], [-3.232, 0.133, 1.314]], "forces_ev_per_a": [[0.9, 5.5, 0.6], [0.0, -1.8, 1.2], [-1.6, 0.1, 0.4], [-0.3, 0.5, 0.3], [0.2, 1.6, -0.2], [-0.2, 2.9, 2.8], [-0.6, -1.1, -0.7], [-3.9, 0.5, -0.9], [-2.2, -2.6, -0.6], [2.0, -2.7, -0.2], [1.3, -1.5, -0.3], [1.9, 0.3, 2.1], [0.2, -1.0, -0.7], [-0.1, 0.4, -0.5], [1.5, -0.9, -0.5], [-0.9, 1.0, -2.7], [0.3, -0.1, 2.7], [1.9, -1.4, -1.0], [-0.4, 0.3, -0.4], [0.0, -0.1, -1.4]], "mulliken_charge": [-1.088, 0.218, 0.386, 0.349, 0.328, -0.949, 0.341, -0.425, 0.351, 0.632, -1.198, 0.015, 0.362, 0.285, 0.374, -1.273, 0.392, 0.309, 0.322, 0.268]}

Number 1: maximum force 5.17 eV/A. Number 2: maximum force 5.57 eV/A.